The following is a quantum chemistry calculation of C55H44BCl2N5O3P2SSe2Tm as an isolated structure, from OMol25.

XYZ file:
```
116
C55H44BCl2N5O3P2SSe2Tm | OMol25 | ωB97M-V/def2-TZVPD
C 15.694 11.158 14.270
C 11.724 23.100 8.523
C 15.646 21.245 17.987
C 16.328 20.160 15.921
C 13.471 20.214 12.192
H 11.962 21.476 13.082
C 14.087 20.461 9.920
Cl 19.619 17.907 11.047
H 14.299 20.829 20.161
Tm 16.305 17.133 14.792
H 16.677 22.280 16.318
C 13.697 14.342 12.940
H 13.852 18.516 21.201
C 9.165 12.747 15.555
H 11.640 23.762 7.660
H 15.070 10.431 17.492
C 21.366 17.414 13.091
C 14.108 23.698 8.926
B 15.076 18.860 12.962
C 19.017 17.456 13.629
C 20.845 16.362 16.649
C 17.919 10.357 10.519
S 14.898 16.054 17.218
P 12.327 13.458 12.280
C 10.580 15.440 8.483
C 16.178 11.580 9.349
H 11.881 22.820 10.915
C 11.420 13.482 14.859
N 13.481 15.732 13.165
H 17.597 16.065 17.556
H 7.764 12.419 13.923
H 15.523 8.102 16.567
C 21.657 17.186 14.419
Se 13.082 11.475 11.920
H 15.409 9.740 12.673
C 13.643 21.791 7.372
H 13.420 22.379 6.458
C 15.177 19.982 18.419
Se 17.881 13.580 14.047
C 20.651 16.895 15.379
C 15.481 11.383 15.635
H 15.448 22.096 18.652
C 11.525 14.398 8.430
C 18.466 16.226 16.963
P 16.068 12.642 13.294
O 13.938 19.630 13.330
C 12.499 21.941 10.997
Cl 23.288 17.227 14.961
C 15.303 18.818 17.610
H 12.918 13.130 9.412
H 16.932 19.414 13.971
C 11.008 13.444 13.527
C 20.043 17.604 12.673
H 10.154 15.758 7.535
H 11.514 23.684 9.472
C 14.230 18.666 20.228
H 10.777 13.218 16.936
C 10.219 15.918 9.722
H 10.966 22.319 8.421
C 15.450 8.720 14.521
H 8.484 12.529 16.322
H 14.703 21.540 7.387
C 11.867 14.466 10.818
H 15.014 13.011 10.462
C 15.402 8.944 15.913
N 15.858 18.962 16.347
H 13.884 24.170 9.910
C 9.694 13.095 13.176
H 13.092 20.830 7.333
C 13.174 22.519 8.640
C 16.195 21.371 16.723
H 11.769 14.027 7.435
C 15.802 12.257 10.473
C 17.552 11.048 11.699
H 10.518 15.825 11.844
C 15.284 10.253 16.433
H 21.849 16.156 17.017
C 16.443 11.918 11.676
C 17.113 20.284 14.657
C 19.786 15.996 17.448
H 13.983 24.453 8.120
O 15.326 19.065 11.564
O 17.767 17.486 13.247
H 9.457 16.662 9.879
H 18.196 20.448 14.799
H 17.581 10.220 8.392
N 14.605 16.201 13.773
C 14.900 17.523 18.140
H 15.633 11.747 8.407
C 17.247 10.622 9.342
H 15.460 7.754 14.113
H 19.976 15.564 18.442
C 12.541 21.194 12.178
H 9.346 13.120 12.143
N 15.558 15.233 13.878
H 18.750 9.691 10.552
C 8.798 12.705 14.225
C 14.507 19.873 19.695
C 14.288 19.885 11.140
H 12.435 13.769 15.113
N 18.282 16.697 15.741
H 22.216 17.489 12.426
H 16.786 21.186 14.147
C 15.025 14.069 13.337
H 15.520 12.397 16.019
C 10.472 13.175 15.869
H 18.091 11.018 12.634
C 12.168 13.885 9.576
C 15.507 9.862 13.728
C 14.510 17.512 19.488
H 14.428 16.533 19.981
C 19.330 17.109 14.999
H 15.209 23.502 8.928
C 10.826 15.419 10.900
H 14.649 20.049 9.124
C 13.213 21.571 9.832
```

Net charge   -1
DFT total energy   -10536.195311 Eh
<S²>   2.002
Frontier orbital gap (spin up / spin down)   5.91 / 5.93 eV
Spin multiplicity   3